Record 1
{
  "formula": "C38H40N3O2P",
  "method": "ωB97M-V/def2-TZVPD",
  "elements": ["C", "C", "C", "C", "C", "C", "N", "P", "H", "N", "C", "C", "C", "C", "C", "C", "C", "C", "C", "C", "C", "C", "C", "C", "H", "H", "H", "H", "H", "H", "H", "H", "H", "H", "H", "H", "H", "H", "H", "H", "H", "H", "H", "H", "H", "H", "H", "H", "O", "C", "O", "C", "C", "C", "C", "C", "C", "C", "C", "N", "C", "C", "C", "C", "C", "C", "C", "C", "C", "H", "H", "H", "H", "H", "H", "H", "H", "H", "H", "H", "H", "H", "H", "H"],
  "xyz": [[14.699, -8.536, -4.159], [13.886, -8.556, -2.895], [14.328, -9.280, -1.792], [13.617, -9.313, -0.593], [14.133, -10.139, 0.546], [12.413, -8.576, -0.491], [11.589, -8.603, 0.701], [11.569, -7.463, 1.997], [10.405, -6.224, 1.578], [10.835, -8.683, 2.985], [10.937, -8.857, 4.424], [9.903, -8.358, 5.238], [8.770, -7.610, 4.619], [9.935, -8.595, 6.613], [10.945, -9.341, 7.206], [10.955, -9.562, 8.693], [11.941, -9.863, 6.388], [11.957, -9.645, 5.012], [13.029, -10.281, 4.182], [10.263, -9.690, 2.206], [10.675, -9.634, 0.912], [11.932, -7.882, -1.615], [10.606, -7.202, -1.530], [12.690, -7.856, -2.788], [14.231, -7.898, -4.916], [15.711, -8.142, -4.000], [14.826, -9.544, -4.575], [15.259, -9.833, -1.875], [13.317, -10.615, 1.094], [14.762, -10.969, 0.188], [14.712, -9.529, 1.262], [8.115, -7.215, 5.407], [9.124, -6.789, 3.984], [8.155, -8.232, 3.955], [9.136, -8.196, 7.226], [11.797, -10.194, 8.996], [11.067, -8.625, 9.256], [10.027, -10.035, 9.041], [12.729, -10.454, 6.846], [13.713, -10.883, 4.803], [12.610, -10.961, 3.433], [13.598, -9.533, 3.611], [9.597, -10.405, 2.637], [10.409, -10.300, 0.121], [10.433, -6.655, -2.466], [9.775, -7.903, -1.375], [10.548, -6.510, -0.683], [12.321, -7.283, -3.636], [5.672, -6.270, 4.002], [4.935, -5.920, 3.044], [4.150, -4.963, 2.874], [5.089, -6.768, 1.782], [3.849, -6.808, 0.851], [4.226, -5.890, -0.271], [5.584, -5.478, -0.100], [6.091, -4.466, -0.901], [5.325, -3.997, -1.976], [4.004, -4.459, -2.183], [3.430, -5.369, -1.288], [6.109, -6.038, 1.062], [7.404, -5.996, 1.515], [8.475, -5.562, 0.751], [9.787, -5.210, 1.348], [10.340, -3.956, 0.669], [10.744, -2.818, 1.422], [11.329, -1.698, 0.796], [11.557, -1.707, -0.597], [11.093, -2.789, -1.353], [10.446, -3.856, -0.735], [5.464, -7.740, 2.073], [3.718, -7.850, 0.508], [2.943, -6.503, 1.392], [7.084, -4.043, -0.664], [5.742, -3.272, -2.671], [3.428, -4.105, -3.043], [2.388, -5.723, -1.400], [7.485, -6.217, 2.602], [8.394, -5.565, -0.351], [9.748, -5.094, 2.461], [10.555, -2.790, 2.511], [11.603, -0.826, 1.407], [12.015, -0.821, -1.063], [11.217, -2.764, -2.451], [9.954, -4.604, -1.387]],
  "atomic_forces_ev_per_a": [[0.1, 0.1, -0.3], [0.1, 0.1, 0.1], [-0.3, 0.1, 0.1], [-0.4, 0.2, 0.2], [0.2, -0.3, 0.4], [0.2, 0.1, -1.1], [-0.5, 0.8, 0.5], [1.9, -2.8, 0.7], [0.1, 0.7, -1.4], [0.2, 0.7, -0.9], [-0.4, -0.1, 1.1], [0.4, -0.2, -0.3], [-0.5, 0.3, 0.1], [0.1, 0.0, -0.4], [0.0, 0.2, -0.1], [0.2, -0.1, 0.4], [-0.1, 0.2, 0.0], [-0.3, 0.3, -0.5], [0.4, -0.2, -0.3], [0.7, 0.3, -0.9], [0.2, 0.0, 1.3], [0.3, -0.3, 0.5], [-0.3, 0.3, -0.2], [-0.1, -0.1, 0.2], [0.0, -0.2, 0.1], [-0.2, -0.1, 0.2], [-0.1, 0.2, 0.1], [-0.1, 0.0, 0.1], [0.0, 0.2, 0.1], [0.0, 0.5, 0.1], [-0.2, -0.3, -0.3], [0.1, 0.0, -0.5], [0.0, 0.0, 0.3], [0.1, 0.0, 0.2], [0.0, 0.0, 0.0], [-0.2, 0.0, -0.1], [-0.1, -0.1, -0.3], [0.2, 0.1, -0.1], [0.0, 0.0, -0.2], [-0.2, 0.4, -0.2], [-0.1, 0.0, 0.1], [0.0, -0.2, 0.2], [-0.2, -0.2, 0.3], [0.0, -0.2, -0.3], [-0.2, -0.1, 0.3], [0.2, 0.0, -0.2], [0.2, -0.1, -0.3], [0.0, -0.1, 0.1], [-0.1, 0.4, -0.1], [-0.9, 0.3, 0.4], [0.4, -0.2, 0.8], [-0.7, -0.3, 0.5], [0.4, -0.8, 0.3], [0.6, 0.5, 0.0], [-1.7, 0.4, -0.4], [0.8, 0.2, -0.2], [-0.9, -0.5, 0.0], [0.7, 0.3, 0.0], [0.4, -0.5, 0.1], [2.1, -0.4, -0.8], [-0.3, 0.8, -0.7], [-0.4, -0.8, 0.5], [-2.0, 0.5, 1.0], [1.2, 0.2, 0.1], [0.0, -0.3, -0.2], [-0.2, -0.5, -0.2], [-0.3, 0.2, 0.8], [0.0, 0.5, -0.2], [-0.3, -0.5, -0.2], [0.0, -0.4, -0.2], [-0.1, 0.4, -0.1], [0.4, 0.1, -0.2], [-0.7, -0.2, -0.4], [-0.1, -0.1, 0.2], [0.2, 0.0, 0.4], [0.7, 0.4, 0.1], [-0.1, 0.1, -0.8], [0.0, 0.3, 0.9], [-0.5, 0.7, -0.7], [0.2, -0.1, -0.7], [-0.1, -0.5, -0.4], [-0.2, -0.6, 0.1], [-0.2, -0.1, 0.7], [0.6, 0.4, 0.6]],
  "mulliken_charge": [-1.54, 0.83, -0.97, 1.08, -1.34, -1.04, 1.26, -0.56, -0.93, 1.57, -1.25, 1.31, -0.90, -1.07, 0.66, -1.55, -1.15, 1.19, -1.09, -0.70, -0.61, 1.27, -0.75, -1.38, 0.35, 0.34, 0.34, 0.46, 0.18, 0.41, 0.27, 0.45, -0.24, 0.30, 0.46, 0.36, 0.33, 0.34, 0.29, 0.36, 0.24, 0.20, 0.52, 0.55, 0.47, 0.36, -0.47, 0.32, -0.69, 0.47, -0.73, -0.20, -0.88, 0.57, 0.31, -0.36, -0.82, -0.43, -0.72, 0.12, -0.69, 0.23, 0.27, 0.45, -0.39, -0.62, -0.42, -1.01, 0.28, 0.37, 0.26, 0.36, 0.48, 0.40, 0.35, 0.37, 0.31, 0.68, 0.51, 0.35, 0.37, 0.35, 0.37, 0.25]
}

=====

Record 2
{
  "formula": "C38H41BClNO7P",
  "method": "ωB97M-V/def2-TZVPD",
  "total_charge": -1,
  "elements": ["C", "C", "B", "O", "P", "C", "C", "O", "C", "C", "O", "C", "N", "C", "Cl", "C", "C", "H", "H", "H", "H", "H", "H", "H", "H", "H", "H", "H", "H", "H", "H", "H", "H", "H", "H", "H", "H", "H", "H", "H", "H", "H", "C", "C", "C", "C", "C", "C", "C", "O", "C", "C", "C", "C", "C", "C", "C", "O", "H", "H", "H", "H", "H", "H", "H", "H", "C", "C", "C", "C", "C", "C", "C", "O", "C", "C", "C", "C", "C", "C", "C", "O", "H", "H", "H", "H", "H", "H", "H", "H"],
  "xyz": [[1.191, -0.290, -0.566], [2.200, 0.411, 0.358], [2.183, -0.036, 1.887], [0.973, -0.506, 2.421], [3.744, 0.008, 3.100], [3.642, 2.031, 3.089], [2.286, 2.524, 3.347], [1.678, 2.459, 4.414], [3.811, -1.957, 3.111], [5.027, -2.633, 2.498], [4.965, -4.074, 2.696], [5.212, -2.423, 1.007], [4.042, -2.784, 0.192], [5.199, 0.085, 4.406], [6.683, 0.881, 3.714], [4.778, 0.756, 5.717], [4.682, -0.218, 6.893], [0.766, 0.408, -1.288], [0.355, -0.720, -0.015], [1.658, -1.099, -1.124], [3.219, 0.296, -0.013], [2.018, 1.492, 0.340], [0.303, 0.175, 2.357], [4.687, 0.121, 1.998], [2.823, -0.025, 4.243], [4.365, 2.489, 3.763], [3.923, 2.321, 2.073], [1.734, 2.949, 2.475], [3.781, -2.254, 4.166], [2.923, -2.409, 2.657], [5.945, -2.293, 2.983], [4.436, -4.207, 3.480], [6.045, -3.064, 0.701], [5.538, -1.397, 0.843], [3.985, -2.133, -0.580], [3.188, -2.637, 0.714], [5.547, -0.916, 4.645], [5.508, 1.529, 5.960], [3.821, 1.261, 5.579], [5.504, -0.932, 6.882], [4.766, 0.338, 7.829], [3.728, -0.739, 6.907], [-2.645, -0.460, 1.502], [-1.926, -1.630, 1.728], [-2.410, -2.839, 1.255], [-3.611, -2.883, 0.557], [-4.335, -1.706, 0.340], [-3.844, -0.497, 0.813], [-5.638, -1.724, -0.376], [-6.266, -0.704, -0.575], [-6.159, -3.040, -0.847], [-7.393, -3.091, -1.483], [-7.888, -4.302, -1.935], [-7.150, -5.468, -1.759], [-5.922, -5.423, -1.124], [-5.424, -4.211, -0.661], [-4.106, -4.189, 0.041], [-3.467, -5.209, 0.185], [-2.266, 0.486, 1.868], [-0.990, -1.595, 2.270], [-1.855, -3.752, 1.418], [-4.406, 0.411, 0.641], [-7.958, -2.180, -1.619], [-8.851, -4.340, -2.428], [-7.536, -6.413, -2.118], [-5.341, -6.323, -0.980], [-4.711, 3.576, -2.806], [-3.822, 3.158, -1.821], [-2.468, 3.069, -2.096], [-1.997, 3.396, -3.360], [-2.891, 3.799, -4.355], [-4.247, 3.893, -4.071], [-2.414, 4.121, -5.729], [-3.187, 4.482, -6.593], [-0.958, 3.982, -6.016], [-0.494, 4.231, -7.301], [0.856, 4.118, -7.582], [1.752, 3.761, -6.579], [1.296, 3.510, -5.297], [-0.060, 3.614, -5.012], [-0.533, 3.318, -3.629], [0.251, 3.025, -2.754], [-5.767, 3.648, -2.585], [-4.188, 2.901, -0.836], [-1.770, 2.749, -1.334], [-4.931, 4.213, -4.844], [-1.196, 4.512, -8.074], [1.215, 4.308, -8.585], [2.807, 3.677, -6.800], [1.983, 3.229, -4.511]],
  "atomic_forces_ev_per_a": [[0.0, 0.2, -0.1], [-0.1, -0.1, 0.2], [0.1, -0.1, -0.2], [0.4, 0.3, 0.4], [-0.5, -0.7, -0.2], [-0.4, 0.9, -0.5], [-0.2, -0.2, 0.8], [0.4, 0.2, -0.6], [0.5, -0.2, 0.0], [-0.2, -0.4, -0.1], [0.2, 0.2, -0.2], [0.2, -0.3, -0.1], [0.0, 0.2, -0.1], [0.0, 0.2, 0.3], [0.0, 0.0, 0.0], [0.3, 0.0, -0.1], [0.0, 0.5, 0.1], [0.0, 0.0, -0.1], [-0.1, -0.1, 0.1], [0.0, -0.1, 0.0], [0.1, 0.1, -0.1], [0.0, 0.1, 0.1], [-0.4, 0.1, -0.3], [0.1, 0.1, 0.1], [0.1, 0.0, 0.1], [0.0, -0.3, 0.3], [0.1, -0.1, 0.0], [0.0, -0.1, -0.1], [-0.1, 0.0, 0.1], [-0.2, 0.1, 0.0], [0.1, 0.2, 0.0], [-0.2, -0.1, 0.3], [0.0, -0.1, 0.0], [-0.1, 0.2, 0.1], [0.0, 0.0, -0.1], [0.0, 0.0, 0.1], [0.0, -0.1, -0.2], [0.0, 0.0, 0.0], [-0.1, 0.0, 0.0], [0.0, -0.2, 0.0], [-0.1, 0.0, 0.1], [0.0, -0.2, -0.1], [0.0, 0.0, 0.0], [0.0, 0.0, 0.1], [0.1, 0.1, 0.0], [-0.1, 0.0, 0.0], [0.0, -0.1, 0.0], [0.1, 0.1, 0.1], [0.0, 0.1, 0.0], [0.0, 0.0, 0.0], [0.1, 0.0, 0.0], [-0.1, 0.0, -0.1], [0.0, 0.0, 0.0], [0.0, 0.0, 0.0], [-0.1, -0.1, -0.1], [0.0, 0.1, 0.0], [0.1, -0.1, 0.0], [0.0, 0.0, 0.0], [0.0, 0.0, 0.0], [0.0, -0.1, -0.1], [0.0, -0.1, 0.0], [-0.1, 0.0, 0.0], [0.1, 0.1, 0.0], [0.0, 0.0, 0.0], [0.0, 0.0, 0.0], [0.1, 0.0, 0.0], [0.0, 0.0, 0.0], [0.0, 0.0, 0.0], [-0.1, 0.0, 0.1], [0.0, 0.0, -0.1], [0.1, 0.0, 0.0], [-0.1, 0.0, 0.1], [-0.1, 0.1, -0.1], [0.0, 0.0, 0.0], [0.0, 0.0, 0.1], [0.1, 0.0, -0.1], [0.0, 0.0, 0.0], [0.0, 0.0, 0.0], [0.1, 0.0, -0.1], [-0.1, 0.0, 0.0], [0.1, 0.0, 0.1], [0.0, 0.0, 0.0], [0.0, 0.0, 0.0], [0.0, 0.0, 0.0], [0.1, 0.0, 0.0], [0.1, 0.0, -0.1], [-0.1, 0.0, 0.0], [0.0, 0.0, 0.0], [0.0, 0.0, 0.0], [-0.1, 0.0, 0.1]],
  "mulliken_charge": [-0.78, -0.23, -0.19, -0.73, 1.29, -1.13, 0.12, -0.57, -2.30, 0.53, -0.60, -0.87, -0.71, -0.46, -0.24, -0.07, -1.51, 0.14, 0.05, 0.31, 0.40, 0.33, 0.19, -0.38, -0.22, 0.59, 0.34, 0.35, 0.48, 1.04, 0.20, 0.38, 0.45, 0.38, 0.31, 0.28, 0.25, 0.47, 0.07, 0.34, 0.44, 0.28, -0.43, -0.42, -0.87, 0.43, 0.24, -0.87, 0.63, -0.69, 0.20, -0.54, -0.49, -0.47, -0.53, 0.15, 0.49, -0.66, 0.48, 0.64, 0.50, 0.45, 0.47, 0.39, 0.40, 0.47, -0.63, -0.36, -0.70, 0.25, 0.23, -0.54, 0.57, -0.68, 0.20, -0.60, -0.43, -0.51, -0.55, 0.18, 0.54, -0.64, 0.40, 0.40, 0.61, 0.48, 0.46, 0.40, 0.40, 0.51]
}

=====

no.,gap between HOMO and LUMO (Ha)
1,0.1628
2,0.1539